(1)
C13H19N3O4Zn as an isolated structure. Source: OMol25; level of theory: ωB97M-V/def2-TZVPD.

Summary:
- total energy (eV) = -74868.3943
- LUMO level (eV) = -0.536
- frontier orbital gap (eV) = 7.033

Each line ends with the natural charge from an NBO analysis.
CARTESIAN COORDINATES (ANGSTROEM)
1 Zn 0.27 0.35 -0.58  1.702
2 C -1.77 1.66 1.06  -0.431
3 N -1.13 1.89 -0.26  -0.564
4 C -0.52 3.24 -0.28  -0.419
5 C -2.12 1.75 -1.36  -0.243
6 C -2.36 0.29 -1.70  -0.242
7 N -1.09 -0.40 -1.98  -0.565
8 C -0.58 -0.07 -3.34  -0.430
9 C -1.25 -1.87 -1.87  -0.419
10 H -2.54 2.41 1.24  0.199
11 H -1.02 1.72 1.84  0.233
12 H -2.22 0.67 1.10  0.206
13 H -1.28 4.01 -0.13  0.193
14 H -0.01 3.40 -1.23  0.221
15 H 0.23 3.31 0.52  0.228
16 H -1.73 2.28 -2.23  0.216
17 H -3.06 2.23 -1.08  0.212
18 H -3.04 0.22 -2.55  0.212
19 H -2.84 -0.22 -0.86  0.212
20 H -1.31 -0.36 -4.10  0.195
21 H 0.35 -0.59 -3.51  0.238
22 H -0.38 1.00 -3.42  0.212
23 H -1.97 -2.24 -2.61  0.196
24 H -1.60 -2.13 -0.87  0.214
25 H -0.29 -2.36 -2.03  0.229
26 O 4.47 -2.61 3.81  -0.712
27 C 3.25 -2.56 4.07  0.722
28 O 2.53 -3.02 4.98  -0.734
29 C 2.43 -1.89 2.94  -0.010
30 C 1.04 -1.97 2.96  -0.224
31 C 0.32 -1.38 1.95  0.020
32 N 0.91 -0.72 0.94  -0.700
33 C 2.27 -0.65 0.91  0.073
34 C 3.04 -1.23 1.89  -0.188
35 C 2.91 0.11 -0.27  0.745
36 O 4.11 0.14 -0.37  -0.573
37 O 2.05 0.68 -1.12  -0.956
38 H 0.57 -2.49 3.78  0.267
39 H -0.77 -1.42 1.92  0.182
40 H 4.12 -1.18 1.83  0.283

---

(2)
C13H19NO in the gas phase. Source: OMol25; level of theory: ωB97M-V/def2-TZVPD.

Summary:
- total energy (eV) = -17326.5477
- structure (SMILES) = Cc1ccccc1OCCN1CCCC1
- LUMO level (eV) = 0.954
- frontier orbital gap (eV) = 9.239

Each line ends with the natural charge from an NBO analysis.
CARTESIAN COORDINATES (ANGSTROEM)
1 C -3.75 -2.00 0.52  -0.622
2 C -3.46 -0.57 0.17  -0.086
3 C -4.43 0.41 0.27  -0.186
4 C -4.15 1.73 -0.06  -0.241
5 C -2.89 2.07 -0.50  -0.200
6 C -1.90 1.10 -0.61  -0.325
7 C -2.18 -0.22 -0.28  0.373
8 O -1.29 -1.26 -0.37  -0.513
9 C 0.04 -1.00 -0.73  -0.068
10 C 0.86 -0.39 0.42  -0.240
11 N 2.10 0.15 -0.07  -0.440
12 C 3.06 -0.85 -0.54  -0.228
13 C 4.45 -0.24 -0.33  -0.413
14 C 4.17 1.16 0.23  -0.404
15 C 2.80 0.99 0.88  -0.214
16 H -3.06 -2.34 1.30  0.222
17 H -3.59 -2.63 -0.35  0.222
18 H -4.77 -2.11 0.87  0.210
19 H -5.42 0.14 0.62  0.207
20 H -4.92 2.49 0.03  0.211
21 H -2.66 3.09 -0.77  0.211
22 H -0.92 1.39 -0.96  0.219
23 H 0.45 -1.99 -1.00  0.192
24 H 0.10 -0.36 -1.61  0.179
25 H 1.01 -1.15 1.20  0.166
26 H 0.28 0.43 0.85  0.209
27 H 2.86 -1.07 -1.59  0.195
28 H 2.96 -1.79 0.03  0.168
29 H 5.02 -0.82 0.39  0.205
30 H 5.02 -0.20 -1.25  0.213
31 H 4.09 1.88 -0.58  0.206
32 H 4.93 1.50 0.93  0.212
33 H 2.27 1.93 1.02  0.202
34 H 2.91 0.50 1.87  0.157

---

(3)
C13H19NO2S in the gas phase in a non-equilibrium geometry. Source: OMol25; level of theory: ωB97M-V/def2-TZVPD.

Summary:
- total energy (eV) = -30209.7169
- structure (SMILES) = CCOCCCNC(=O)c1ccccc1SC
- LUMO level (eV) = 0.650
- frontier orbital gap (eV) = 8.747

Each line ends with the natural charge from an NBO analysis.
CARTESIAN COORDINATES (ANGSTROEM)
1 C 2.46 0.76 0.09  -0.640
2 C 2.53 -0.40 1.08  -0.072
3 O 2.94 -1.62 0.50  -0.536
4 C 1.97 -2.28 -0.28  -0.065
5 C 0.92 -3.02 0.57  -0.452
6 C -0.39 -3.26 -0.19  -0.217
7 N -0.95 -2.04 -0.72  -0.609
8 C -1.27 -1.00 0.09  0.646
9 O -1.25 -1.09 1.31  -0.618
10 C -1.61 0.28 -0.58  -0.112
11 C -2.09 0.36 -1.88  -0.186
12 C -2.38 1.58 -2.46  -0.245
13 C -2.19 2.74 -1.73  -0.164
14 C -1.74 2.68 -0.42  -0.251
15 C -1.45 1.46 0.18  -0.153
16 S -0.89 1.32 1.83  0.338
17 C -0.46 3.05 2.25  -0.768
18 H 2.31 1.69 0.63  0.212
19 H 1.64 0.64 -0.61  0.200
20 H 3.39 0.83 -0.48  0.210
21 H 1.56 -0.50 1.58  0.178
22 H 3.29 -0.19 1.83  0.184
23 H 1.47 -1.57 -0.95  0.155
24 H 2.53 -2.99 -0.90  0.185
25 H 1.32 -3.97 0.91  0.211
26 H 0.69 -2.42 1.45  0.237
27 H -0.24 -3.95 -1.02  0.199
28 H -1.11 -3.70 0.51  0.216
29 H -0.85 -1.87 -1.71  0.397
30 H -2.26 -0.55 -2.44  0.207
31 H -2.75 1.62 -3.47  0.217
32 H -2.42 3.70 -2.17  0.215
33 H -1.63 3.60 0.13  0.219
34 H 0.03 2.98 3.21  0.234
35 H -1.36 3.65 2.35  0.213
36 H 0.21 3.46 1.51  0.215

---

(4)
C13H19NO4S in the gas phase. Source: OMol25; level of theory: ωB97M-V/def2-TZVPD.

Summary:
- total energy (eV) = -34303.8370
- structure (SMILES) = CCCCCC[C@@H]1OS(=O)(=O)O[C@H]1c1cccnc1
- LUMO level (eV) = 0.486
- frontier orbital gap (eV) = 10.654

Each line ends with the natural charge from an NBO analysis.
CARTESIAN COORDINATES (ANGSTROEM)
1 C -1.27 -4.47 -1.92  -0.621
2 C -2.14 -3.57 -2.82  -0.399
3 C -1.85 -2.06 -2.73  -0.391
4 C -0.38 -1.67 -2.50  -0.405
5 C -0.01 -1.34 -1.04  -0.408
6 C 0.78 -0.03 -0.87  -0.417
7 C 0.46 0.66 0.45  0.074
8 O -0.88 1.21 0.42  -0.706
9 S -0.87 2.69 -0.16  2.557
10 O -1.23 2.68 -1.54  -0.899
11 O -1.57 3.52 0.76  -0.902
12 O 0.69 2.93 -0.04  -0.700
13 C 1.34 1.88 0.75  0.071
14 C 1.47 2.29 2.18  -0.128
15 C 0.41 2.25 3.08  -0.143
16 C 0.64 2.68 4.37  -0.252
17 C 1.90 3.12 4.72  0.050
18 N 2.92 3.16 3.88  -0.408
19 C 2.69 2.75 2.63  0.056
20 H -1.87 -5.25 -1.46  0.213
21 H -0.49 -4.97 -2.50  0.207
22 H -0.80 -3.91 -1.11  0.200
23 H -3.19 -3.73 -2.56  0.204
24 H -2.03 -3.88 -3.86  0.198
25 H -2.47 -1.61 -1.95  0.197
26 H -2.18 -1.59 -3.66  0.210
27 H -0.16 -0.80 -3.12  0.208
28 H 0.28 -2.48 -2.86  0.205
29 H 0.59 -2.15 -0.62  0.205
30 H -0.93 -1.27 -0.44  0.207
31 H 0.57 0.65 -1.70  0.227
32 H 1.86 -0.23 -0.89  0.210
33 H 0.49 -0.07 1.25  0.214
34 H 2.32 1.76 0.29  0.219
35 H -0.57 1.91 2.78  0.237
36 H -0.16 2.67 5.11  0.225
37 H 2.09 3.47 5.73  0.197
38 H 3.54 2.79 1.95  0.190